Below is one molecule with the formula C3H3N3, with properties calculated with the ωB97M-V functional and the def2-TZVPD basis.

* energy: -7626.779 eV
* energy relative to the best compared isomer or geometry (same formula, charge and spin): 63.9 kcal/mol
* LUMO energy: -1.4 eV
* structure (SMILES): [H]/N=C1/C=NC=N1
* HOMO: -10.3 eV

CARTESIAN COORDINATES (ANGSTROEM)
H  2.445021  -0.860655  -0.097426
N  1.946587  0.099350  0.166011
C  0.713724  0.009439  -0.067612
C  -0.139283  1.147671  -0.098827
N  -1.369619  0.780975  -0.008660
C  -1.344376  -0.697123  0.168179
N  -0.062189  -1.162990  -0.233563
H  -0.019872  2.092516  -0.122737
H  -2.169991  -1.409180  0.294638

Cartesian forces (eV/Å) of the 6 atoms listed first:
-1.40 2.17 1.27
2.14 -2.41 -1.59
0.96 -0.95 -0.58
-3.96 -5.33 1.12
-1.11 -1.46 1.10
6.17 -0.16 -3.91

Below is C3H3N3O as an isolated structure, with properties calculated with the ωB97M-V functional and the def2-TZVPD basis.

* energy: -9672.279 eV
* energy relative to the best compared isomer or geometry (same formula, charge and spin): 119.4 kcal/mol
* LUMO energy: 0.3 eV
* HOMO: -8.4 eV

CARTESIAN COORDINATES (ANGSTROEM)
N  -1.570363  0.841123  -1.631918
C  -0.520770  0.532979  -1.076096
N  0.964715  -1.485759  -0.126025
N  0.750157  -1.963672  0.925099
O  -0.208091  1.391505  2.057614
C  0.061028  0.375483  1.584660
C  0.519025  0.266278  -0.314633
H  -1.760643  0.395138  -2.528520
H  0.325561  -1.163011  1.621653
H  1.439380  0.809936  -0.511833

Cartesian forces (eV/Å) of the 6 atoms listed first:
0.49 -0.16 0.26
-0.12 0.03 -0.01
-0.17 -0.45 0.86
0.20 0.32 -0.87
0.25 -0.95 -0.44
-0.31 0.98 0.53

Below is one molecule with the formula C3H3N3O, with properties calculated with the ωB97M-V functional and the def2-TZVPD basis.

* energy: -9676.438 eV
* energy relative to the best compared isomer or geometry (same formula, charge and spin): 23.4 kcal/mol
* LUMO energy: 0.3 eV
* structure (SMILES): O=Cn1cncn1
* HOMO: -10.9 eV

CARTESIAN COORDINATES (ANGSTROEM)
O  2.566698  0.435525  -0.112947
C  1.654074  -0.310792  0.099097
N  0.354850  0.110633  0.489244
C  -0.291938  1.065334  -0.260230
N  -1.522498  0.713586  -0.495281
C  -1.610634  -0.506574  0.142536
N  -0.522276  -0.914992  0.726477
H  1.627272  -1.395295  -0.073389
H  0.234084  1.939167  -0.625549
H  -2.489634  -1.136590  0.110043

Cartesian forces (eV/Å) of the 6 atoms listed first:
-0.56 -0.39 0.16
0.64 0.35 -0.07
0.01 -0.02 -0.42
-0.11 -0.01 -0.11
0.17 0.09 0.33
-0.14 -0.16 0.05

Below is a 2-piece molecular cluster, C3H3N3O overall, with properties calculated with the ωB97M-V functional and the def2-TZVPD basis.

* energy: -9673.040 eV
* energy relative to the best compared isomer or geometry (same formula, charge and spin): 101.8 kcal/mol
* LUMO energy: 0.6 eV
* HOMO: -8.1 eV

CARTESIAN COORDINATES (ANGSTROEM)
N  1.789254  -0.739211  0.805080
C  1.093150  -0.426722  -0.157241
N  -0.871150  0.678107  -1.103892
N  -1.386871  1.200603  -2.072292
O  -1.400950  -0.496247  3.037780
C  -1.371875  -0.031985  2.006062
C  0.295179  -0.198863  -1.175391
H  2.602884  -0.139681  0.953890
H  -1.238204  0.765198  -0.137360
H  0.488586  -0.611200  -2.156636

Cartesian forces (eV/Å) of the 6 atoms listed first:
-0.35 0.24 -0.52
0.18 -0.10 0.24
-0.18 0.17 -0.20
0.15 -0.20 0.41
0.03 0.49 -1.09
-0.07 -0.55 1.26

Below is C3H3N3O as an isolated structure, with properties calculated with the ωB97M-V functional and the def2-TZVPD basis.

* energy: -9672.282 eV
* energy relative to the best compared isomer or geometry (same formula, charge and spin): 119.3 kcal/mol
* LUMO energy: 0.3 eV
* HOMO: -8.4 eV

CARTESIAN COORDINATES (ANGSTROEM)
N  -2.000277  -1.302870  0.278969
C  -1.187505  -0.389679  0.385541
N  0.179907  1.497888  -0.949624
N  1.143085  1.228455  -1.563789
O  1.864626  -1.319915  0.978132
C  1.520528  -0.519583  0.223981
C  -0.174291  0.442368  0.492744
H  -2.895481  -1.067094  -0.147601
H  1.678440  0.345660  -1.066364
H  -0.129032  1.084770  1.368010

Cartesian forces (eV/Å) of the 6 atoms listed first:
0.37 0.43 0.04
-0.01 -0.11 -0.07
0.82 -0.22 -0.56
-0.77 0.27 0.45
-0.33 0.77 -0.70
0.40 -0.81 0.69

Below is one molecule with the formula C3H3N3O, with properties calculated with the ωB97M-V functional and the def2-TZVPD basis.

* energy: -9675.432 eV
* energy relative to the best compared isomer or geometry (same formula, charge and spin): 46.6 kcal/mol
* LUMO energy: -0.2 eV
* structure (SMILES): [H]/N=N/C=C\N=C=O
* HOMO: -9.5 eV

CARTESIAN COORDINATES (ANGSTROEM)
H  1.619419  2.387900  0.183612
N  0.610385  2.196019  0.107572
N  0.498544  0.960346  0.003057
C  -0.835862  0.541152  -0.139036
C  -1.116428  -0.770833  -0.164314
N  -0.195332  -1.803102  -0.023660
C  1.011182  -1.783887  0.172584
O  2.150703  -1.930144  0.377788
H  -1.601465  1.309070  -0.230392
H  -2.141144  -1.106519  -0.287210

Cartesian forces (eV/Å) of the 6 atoms listed first:
-0.12 0.01 0.06
0.22 -0.35 -0.13
-0.15 0.29 0.08
-0.10 -0.22 -0.03
-0.03 0.27 0.05
0.56 0.13 0.02

Below is C3H3N3O as an isolated structure, with properties calculated with the ωB97M-V functional and the def2-TZVPD basis.

* energy: -9672.366 eV
* energy relative to the best compared isomer or geometry (same formula, charge and spin): 117.3 kcal/mol
* LUMO energy: -0.5 eV
* HOMO: -9.0 eV

CARTESIAN COORDINATES (ANGSTROEM)
C  -0.161980  0.781000  0.759681
C  -0.796557  -0.184501  -0.183721
C  1.181353  0.063527  -0.795783
H  -1.793880  -0.437573  -0.138437
H  0.091824  -1.239584  -1.911408
H  2.212591  -0.570519  -1.414199
N  -0.443351  0.964530  2.151386
N  -0.016059  -0.423729  -1.233970
N  1.151898  0.755199  0.372695
O  -1.425839  0.291650  2.393755

Cartesian forces (eV/Å) of the 6 atoms listed first:
1.09 -4.27 -3.37
-1.40 3.24 2.59
4.96 -0.57 -0.31
-1.96 -0.74 -0.12
-1.25 1.67 1.37
-3.10 2.92 2.30

Below is one molecule with the formula C3H3N3O, with properties calculated with the ωB97M-V functional and the def2-TZVPD basis.

* energy: -9675.316 eV
* energy relative to the best compared isomer or geometry (same formula, charge and spin): 49.3 kcal/mol
* LUMO energy: 0.4 eV
* structure (SMILES): O=Cn1cncn1
* HOMO: -10.3 eV

CARTESIAN COORDINATES (ANGSTROEM)
O  -1.848907  -1.767071  -1.631051
C  -1.397272  -0.785697  -1.184892
N  -0.111309  -0.479803  -0.124004
C  0.954802  -0.705128  0.709697
N  1.447173  0.423981  1.192018
C  0.646833  1.359648  0.627693
N  -0.270905  0.863867  -0.145063
H  -1.497145  0.333143  -1.172559
H  1.366464  -1.673246  0.964357
H  0.710266  2.430307  0.763802

Cartesian forces (eV/Å) of the 6 atoms listed first:
0.97 0.94 0.86
0.35 -0.73 0.22
-0.23 0.33 -0.17
-0.17 -0.21 -0.16
-0.16 -0.41 -0.15
0.09 0.15 0.08

Below is one molecule with the formula C3H3N3O2, with properties calculated with the ωB97M-V functional and the def2-TZVPD basis.

* energy: -11719.517 eV
* energy relative to the best compared isomer or geometry (same formula, charge and spin): 148.5 kcal/mol
* LUMO energy: -1.3 eV
* structure (SMILES): O/C=C1/N=NC(O)=N1
* HOMO: -9.1 eV

CARTESIAN COORDINATES (ANGSTROEM)
O  2.322689  -1.445828  0.129135
C  1.047515  -1.244185  0.798258
C  0.259504  0.067854  0.757433
N  -1.169268  -0.275479  0.629846
N  -1.856335  0.441266  -0.163345
C  -0.792046  1.325703  -0.671357
O  -1.302679  2.414465  -1.369020
N  0.530081  1.145411  -0.165230
H  2.850300  -2.194917  0.536573
H  0.491331  -2.230729  0.973618
H  -2.381092  1.996440  -1.455912

Cartesian forces (eV/Å) of the 6 atoms listed first:
-2.42 0.50 2.66
-0.60 1.88 -2.44
0.45 -3.69 -4.09
-0.19 -1.91 1.91
5.13 0.64 0.36
2.00 1.82 1.66

Below is one molecule with the formula C3H3N3O2, with properties calculated with the ωB97M-V functional and the def2-TZVPD basis.

* energy: -11719.510 eV
* energy relative to the best compared isomer or geometry (same formula, charge and spin): 148.7 kcal/mol
* LUMO energy: -1.3 eV
* structure (SMILES): O/N=c1\nccno1
* HOMO: -8.8 eV

CARTESIAN COORDINATES (ANGSTROEM)
O  2.741423  0.061295  -0.080259
N  2.033655  -1.077704  0.158761
C  0.800776  -0.719833  -0.034572
N  0.381082  0.609119  -0.017883
C  -0.817409  1.011878  -0.055263
C  -1.850503  0.014817  0.006020
N  -1.505708  -1.291271  -0.008964
O  -0.184024  -1.681703  -0.151028
H  2.214233  0.931412  -0.090714
H  -0.913689  2.063410  -0.057039
H  -2.899831  0.078584  0.330937

Cartesian forces (eV/Å) of the 6 atoms listed first:
2.98 1.99 0.37
-3.11 1.61 -1.34
-0.94 -0.61 1.15
1.56 0.12 -0.75
0.39 -1.27 0.26
0.41 -4.23 0.69

Below is one molecule with the formula C3H3N3O2, with properties calculated with the ωB97M-V functional and the def2-TZVPD basis.

* energy: -11721.391 eV
* energy relative to the best compared isomer or geometry (same formula, charge and spin): 105.3 kcal/mol
* LUMO energy: -0.1 eV
* structure (SMILES): [H]/N=c1/ncn(C=O)o1
* HOMO: -9.6 eV

CARTESIAN COORDINATES (ANGSTROEM)
H  0.863994  1.866022  2.442905
N  1.469881  1.853595  1.560944
C  0.936563  1.133810  0.642646
N  1.352557  0.794974  -0.704786
C  0.598435  -0.111921  -1.080873
N  -0.306904  -0.673339  -0.099126
C  -1.602137  -1.234924  -0.529196
O  -2.268075  -1.570642  0.413258
O  -0.125861  0.136654  0.977675
H  0.505537  -0.752345  -2.009813
H  -1.423990  -1.441884  -1.613631

Cartesian forces (eV/Å) of the 6 atoms listed first:
1.12 -0.32 -1.61
-2.28 -0.76 -1.14
0.56 -1.62 1.39
0.69 2.39 1.75
-2.98 -4.29 -0.42
1.48 1.89 -3.40

Below is one molecule with the formula C3H3N3O2, with properties calculated with the ωB97M-V functional and the def2-TZVPD basis.

* energy: -11720.092 eV
* energy relative to the best compared isomer or geometry (same formula, charge and spin): 135.3 kcal/mol
* LUMO energy: -0.4 eV
* structure (SMILES): O=c1ncn(O)cn1
* HOMO: -9.8 eV

CARTESIAN COORDINATES (ANGSTROEM)
O  -0.748175  1.260809  2.179536
C  -0.658244  0.363416  1.289021
N  0.232363  -0.820954  1.318969
C  0.853948  -0.957527  0.147652
N  0.557205  -0.329664  -0.953814
O  1.385699  -0.111527  -2.170643
C  -0.660446  0.283924  -1.100816
N  -1.521373  0.228190  -0.112791
H  1.581014  -1.833830  0.191660
H  2.152301  0.698561  -1.919350
H  -0.922418  0.259139  -2.125144

Cartesian forces (eV/Å) of the 6 atoms listed first:
0.04 -4.56 -4.83
-0.38 0.73 1.03
-0.55 2.71 -2.01
1.38 -3.33 4.56
1.33 3.18 -3.76
2.40 2.08 3.15